No. 1
Below is a single C3H7NO2 molecule at a distorted geometry, with properties calculated with wB97M-V/def2-TZVPD.

Atoms and positions in Å:
C 2.176027 0.250939 -0.147229
O 0.883898 -0.322620 -0.337696
C -0.132186 0.089867 0.415652
O 0.106294 0.989242 1.399889
C -1.440401 -0.237025 0.280635
N -2.105392 -0.652606 -0.893446
H 2.759355 -0.047310 -1.020715
H 2.649594 -0.146750 0.757425
H 2.114921 1.338349 -0.077386
H -0.846715 1.253961 1.411987
H -1.958917 -0.384296 1.230445
H -1.874169 -0.041327 -1.668340
H -1.878515 -1.604009 -1.143227

Forces on the atoms, in the same order (eV/Å):
0.182 0.153 0.014
-0.268 0.143 -0.101
-0.462 -0.239 -0.264
-0.221 -0.102 0.154
0.191 -0.547 0.000
0.175 -0.379 -0.363
-0.098 0.102 0.157
-0.156 0.073 -0.138
0.044 -0.085 -0.025
0.988 0.631 0.983
-0.227 0.655 -0.187
-0.040 -0.223 0.032
-0.106 -0.180 -0.263

Computed properties:
Energy above the lowest of the compared OMol25 structures with the same formula, charge and spin ... 69.37 kcal per mole
Structure (SMILES) ... CO/C(O)=C\N

Atom charges from the natural (NBO) analysis, given in e for atoms 1 to 5: number 1, C, carries -0.256; number 2, O, carries -0.487; number 3, C, carries 0.599; number 4, O, carries -0.688; number 5, C, carries -0.321

=====

No. 2
Below is 11 unconnected molecules or ions with the total composition C41H77N3O16 at a distorted geometry, with properties calculated with wB97M-V/def2-TZVPD.

Atoms and positions in Å:
C -0.994610 -1.747678 -3.796323
N 0.449718 -1.656087 -4.108013
O 1.161550 -2.613740 -3.797688
O 0.783929 -0.655568 -4.640939
H -0.999434 -2.104356 -2.766339
H -1.443450 -2.425561 -4.522349
H -1.338576 -0.714963 -3.853533
C -1.464691 3.972439 -4.021620
N -1.269650 2.787877 -4.843308
O -1.795122 2.917423 -5.985820
O -0.758756 1.800827 -4.333765
H -2.221639 4.659295 -4.400267
H -0.529271 4.531468 -3.997889
H -1.640213 3.534734 -3.038917
C 1.601751 -5.893468 -3.587114
N 1.736064 -6.141276 -2.102108
O 1.434297 -7.277215 -1.722893
O 1.901205 -5.210423 -1.346181
H 1.080840 -6.724967 -4.061843
H 2.576439 -5.799478 -4.065900
H 1.010440 -4.987936 -3.723046
C -1.861825 -1.293909 1.981535
C -1.642931 0.071942 2.099355
C -2.259433 0.863647 3.079391
C -3.178706 0.277826 3.908706
C -3.550704 -1.022437 3.746543
C -2.788998 -1.859224 2.886929
H -1.372248 -1.884209 1.221110
H -0.913420 0.593958 1.497924
H -2.088743 1.926193 3.170220
H -3.703348 0.884617 4.631860
H -4.264143 -1.443229 4.439617
H -2.894781 -2.927559 3.004695
C 5.385555 -4.899145 1.756773
C 4.428039 -5.883330 1.897301
C 4.793931 -6.981885 2.664478
C 6.002029 -7.122965 3.317609
C 6.876934 -6.038682 3.212431
C 6.522669 -4.954284 2.449123
H 5.194832 -4.028491 1.146862
H 3.570485 -5.894006 1.240879
H 4.064723 -7.777264 2.619250
H 6.319071 -8.006457 3.851779
H 7.869234 -6.038573 3.638745
H 7.341337 -4.265207 2.303013
C 2.714126 3.884814 -6.612520
C 3.425309 5.003381 -6.195288
C 3.517513 5.319249 -4.824547
C 2.986521 4.413099 -3.845370
C 2.437626 3.254371 -4.258797
C 2.304657 2.985746 -5.620787
H 2.481071 3.565162 -7.617470
H 3.818994 5.704786 -6.916020
H 3.812652 6.294700 -4.467070
H 2.919614 4.679434 -2.800863
H 2.000602 2.681217 -3.454498
H 1.849814 2.055591 -5.927922
C 1.940381 -2.639273 0.342869
O 2.045420 -1.220620 0.571477
C 1.408217 -0.387958 -0.379772
C 1.444481 1.086745 -0.077959
O 0.390539 1.793030 -0.643444
C 0.526592 3.191479 -0.442613
H 2.362145 -2.916909 -0.623118
H 0.888726 -2.914482 0.422810
H 2.441784 -3.355045 0.994297
H 0.410380 -0.784550 -0.567241
H 1.889136 -0.543730 -1.345459
H 2.429722 1.409656 -0.414276
H 1.344163 1.256537 0.994049
H -0.447511 3.680590 -0.445422
H 1.117567 3.734598 -1.180099
H 0.875095 3.573620 0.516870
C 1.694230 3.259047 6.088460
O 2.413886 3.479365 4.821180
C 2.453897 2.388597 3.944998
C 3.484893 2.719480 2.881211
O 2.891362 3.633623 1.916202
C 3.893169 4.361975 1.118293
H 2.324847 2.526782 6.592644
H 0.694395 2.851061 5.940221
H 1.638180 4.251999 6.534568
H 1.477935 2.294641 3.468781
H 2.812184 1.519289 4.496390
H 3.809441 1.795016 2.403577
H 4.370575 3.149571 3.348868
H 4.606862 5.000426 1.638984
H 3.419346 4.970165 0.347767
H 4.351235 3.717717 0.367820
C -2.855887 1.683120 -0.707413
O -3.396782 1.893424 -2.034668
C -3.797454 0.622047 -2.517091
C -4.035842 0.615050 -4.056626
O -4.690517 1.795347 -4.440791
C -4.976162 1.732758 -5.814994
H -2.485698 2.685965 -0.494442
H -1.941628 1.090145 -0.682539
H -3.561756 1.395679 0.071836
H -4.740211 0.379460 -2.026721
H -3.057402 -0.144340 -2.286750
H -4.652165 -0.258284 -4.270043
H -3.091194 0.474374 -4.581934
H -4.121476 1.340831 -6.366366
H -5.351760 2.721496 -6.078509
H -5.746081 1.018834 -6.107631
C -3.430656 6.862449 6.645904
O -2.481990 6.500881 5.587467
C -1.950448 5.211716 5.553385
C -0.992597 4.945813 4.455282
O -1.775165 4.886711 3.265762
C -1.017112 4.525549 2.141928
H -3.885040 7.834825 6.455895
H -3.070453 7.143224 7.635613
H -4.249791 6.153094 6.763991
H -2.827185 4.565041 5.517990
H -1.443264 4.984064 6.490956
H -0.327622 4.087119 4.547658
H -0.380881 5.842260 4.353814
H -1.581934 4.756958 1.238859
H -0.705462 3.494477 1.975026
H -0.087635 5.084265 2.032353
C -1.448533 -4.383471 -0.467643
O -2.241272 -5.536219 -0.473053
C -3.162884 -5.690221 0.539522
C -3.969920 -7.053959 0.321250
O -3.084091 -8.176488 0.622972
C -3.184472 -9.180224 -0.267985
H -2.083941 -3.498292 -0.439405
H -0.949117 -4.278963 -1.430848
H -0.698704 -4.355477 0.322967
H -3.812789 -4.815866 0.574516
H -2.774299 -5.744551 1.556450
H -4.284919 -6.994290 -0.720532
H -4.841476 -7.117840 0.972720
H -2.200309 -9.632054 -0.143972
H -3.311320 -8.924018 -1.319823
H -4.044863 -9.815086 -0.056389

Forces on the atoms, in the same order (eV/Å):
0.301 0.262 0.654
-0.411 -1.782 0.596
-0.267 0.655 -0.258
1.400 1.337 -0.911
-0.512 -0.248 -0.191
-0.087 0.083 0.266
-0.299 -0.315 -0.141
0.775 0.527 1.345
-1.984 0.369 -2.132
1.745 -1.472 1.969
-0.416 0.853 -1.211
-0.124 -0.686 -0.020
0.224 -0.202 0.000
-0.321 0.556 0.106
0.005 0.063 -0.319
-1.995 -1.456 0.134
0.872 0.981 -0.480
0.638 0.182 -0.398
0.119 -0.100 0.516
0.037 0.204 0.389
0.347 0.066 0.216
-1.104 0.137 1.232
0.415 1.003 0.276
0.364 -0.579 -0.716
-1.033 1.071 0.105
1.460 -1.910 -0.074
-0.297 0.860 0.016
0.212 -0.078 0.155
0.083 -0.211 -0.466
0.332 0.059 -0.118
-0.024 0.100 0.150
-0.113 -0.226 -0.116
-0.225 -0.149 -0.455
-2.309 1.244 -0.986
1.195 -0.335 -0.262
-1.463 -0.911 -0.498
0.654 1.113 -0.022
-0.180 -1.003 0.356
3.010 0.043 0.703
-0.076 0.028 -0.273
-0.337 -0.025 0.337
0.097 -0.418 0.429
-0.330 -0.135 0.012
0.000 -0.228 0.236
-0.302 0.640 -0.076
0.247 -1.264 1.485
-0.279 0.859 0.690
-1.055 -1.197 0.522
1.098 2.560 -1.279
-0.752 -0.750 -0.193
-0.259 -0.200 -0.213
0.384 0.529 -0.285
-0.011 0.106 -0.083
0.522 0.029 -0.287
0.328 0.176 0.093
-0.116 -0.825 -0.388
-0.222 -0.064 0.015
-0.579 0.507 -1.002
0.808 -0.071 1.265
-0.357 -1.864 -1.260
0.738 -0.425 1.571
-0.296 0.892 -0.705
-0.762 1.114 0.090
-0.393 0.252 -0.397
-0.187 -0.067 -0.407
0.436 1.084 0.913
-0.701 0.314 0.311
0.293 0.003 -0.337
0.075 0.614 0.045
0.578 -0.233 0.395
-0.398 -0.486 -0.600
0.303 -0.489 -0.453
0.671 -1.044 0.372
1.342 -0.095 -1.977
-1.016 0.904 1.301
0.639 0.860 -0.098
-0.453 0.355 -0.630
1.812 0.694 -0.141
-1.239 -0.896 -0.824
-0.306 0.173 0.762
-0.064 -0.049 -0.105
0.117 -0.340 0.297
-0.181 -0.675 -0.020
-0.352 -0.527 -0.143
-0.085 -0.119 -0.372
-0.035 0.269 0.089
-0.099 -0.416 0.455
-0.970 0.588 0.736
0.848 -0.810 0.723
0.574 1.996 -0.678
0.632 -1.503 0.757
-0.827 0.529 -1.236
0.160 0.178 1.703
0.082 -0.609 -0.044
-0.345 0.100 -0.257
-0.127 0.084 0.592
-0.268 -0.537 -0.323
-0.297 -0.244 -0.310
-0.131 -0.299 0.116
0.121 -0.131 0.117
-0.188 -0.261 -0.108
0.217 0.301 -0.252
0.444 0.806 -0.264
0.486 -0.066 -0.431
-0.575 -0.258 0.584
0.247 0.084 -0.653
-0.578 2.230 0.708
-1.058 -1.067 2.183
-0.582 1.501 -1.428
0.401 -1.042 -0.475
0.090 0.650 -1.153
-0.010 -0.124 -1.221
1.149 -0.990 0.200
0.154 -0.325 -0.178
0.139 -0.749 -0.262
0.198 -0.005 0.393
-0.321 -0.184 0.342
0.544 0.075 0.144
-0.365 0.166 0.138
-0.307 -0.601 0.945
0.211 0.386 0.371
-0.368 0.430 -0.304
0.811 -0.761 -0.858
-1.498 -1.288 0.971
1.756 1.275 0.563
-1.278 4.035 0.508
0.515 -1.867 -0.963
-0.204 0.334 0.485
0.220 -0.514 -0.007
-0.075 -0.125 0.177
-0.634 0.043 -0.217
0.788 -0.089 0.091
0.023 -0.637 -0.144
-0.040 0.217 0.047
-0.350 -1.077 -0.428
0.226 0.626 -0.177
0.090 -0.630 0.224

Computed properties:
Structure (SMILES) ... C[N+](=O)[O-].C[N+](=O)[O-].C[N+](=O)[O-].c1ccccc1.c1ccccc1.c1ccccc1.COCCOC.COCCOC.COCCOC.COCCOC.COCCOC
E ... -80977.4937 eV

Atom charges from the Löwdin analysis, given in e for atoms 1 to 5: number 1, C, carries 0.058; number 2, N, carries -0.451; number 3, O, carries 0.029; number 4, O, carries 0.098; number 5, H, carries 0.086

=====

No. 3
Below is 2 unconnected molecules or ions with the total composition C4H9NO, with properties calculated with wB97M-V/def2-TZVPD.

Atoms and positions in Å:
C -0.446302 -0.571279 -1.706733
C 0.773066 -0.748079 -0.866001
N 1.273571 0.206098 -0.186868
C 2.457814 -0.076627 0.519264
O 3.393484 -0.700308 0.079459
H -0.212812 -0.811736 -2.750849
H -0.815478 0.454290 -1.641276
H -1.231401 -1.266578 -1.387133
H 1.233415 -1.745340 -0.846161
H 2.465663 0.378918 1.524067
C -1.776887 0.977304 1.451518
H -2.322893 0.159663 0.971669
H -2.348568 1.903058 1.351075
H -1.643795 0.747802 2.511860
H -0.798871 1.092814 0.976103

Forces on the atoms, in the same order (eV/Å):
-0.011 0.080 -0.003
0.032 0.141 0.082
-0.057 -0.301 -0.235
0.293 -0.215 -0.089
-0.356 0.283 0.171
-0.010 0.009 0.146
0.058 -0.154 -0.009
0.123 0.082 -0.036
-0.044 0.120 0.032
0.033 -0.067 -0.096
0.026 -0.002 -0.008
0.072 0.129 0.079
0.070 -0.134 0.014
-0.026 0.032 -0.149
-0.202 -0.004 0.100

Computed properties:
Energy above the lowest of the compared OMol25 structures with the same formula, charge and spin ... 34.94 kcal per mole
Structure (SMILES) ... C/C=N/C=O.C

Atom charges from the natural (NBO) analysis, given in e for atoms 1 to 5: number 1, C, carries -0.679; number 2, C, carries 0.210; number 3, N, carries -0.510; number 4, C, carries 0.528; number 5, O, carries -0.541